Entry 1:
Here is a structure of composition C37H33N3PtSSb2 at a distorted geometry from OMol25. Energies are from wB97M-V/def2-TZVPD.

The geometry in ORCA input format:
```
! RIJCOSX wB97M-V def2-TZVPD def2/J DEFGRID3
* xyz 2 1
Pt -0.023 -0.200 0.225
C -1.014 -3.175 1.573
C -0.112 -4.235 0.912
C 1.367 -3.793 0.879
Sb 1.564 -2.131 -0.410
C 3.568 -1.556 -0.358
C 4.058 -0.658 -1.308
C 5.383 -0.250 -1.246
C 6.210 -0.725 -0.235
C 5.721 -1.612 0.713
C 4.395 -2.030 0.660
C 1.252 -3.055 -2.258
C 1.203 -2.288 -3.421
C 1.027 -2.900 -4.652
C 0.901 -4.282 -4.724
C 0.963 -5.051 -3.571
C 1.138 -4.443 -2.330
Sb -2.673 -2.227 0.556
C -3.405 -4.059 -0.180
C -3.863 -4.231 -1.487
C -4.339 -5.471 -1.899
C -4.370 -6.536 -1.009
C -3.915 -6.369 0.294
C -3.437 -5.135 0.710
C -2.455 -1.035 -1.165
C -1.284 -0.525 -1.767
C -1.323 0.310 -2.885
C -2.546 0.626 -3.443
C -3.721 0.152 -2.861
C -3.680 -0.651 -1.732
H -0.440 -2.343 1.953
H -1.591 -3.585 2.402
H -0.454 -4.487 -0.093
H -0.186 -5.159 1.486
H 2.017 -4.583 0.500
H 1.727 -3.519 1.867
H 3.424 -0.283 -2.104
H 5.771 0.440 -1.984
H 7.242 -0.399 -0.186
H 6.371 -1.982 1.496
H 4.027 -2.727 1.404
H 1.327 -1.213 -3.381
H 0.993 -2.303 -5.555
H 0.763 -4.762 -5.685
H 0.880 -6.129 -3.630
H 1.197 -5.065 -1.448
H -3.845 -3.411 -2.198
H -4.692 -5.601 -2.914
H -4.758 -7.495 -1.327
H -3.942 -7.198 0.989
H -3.105 -5.022 1.736
H -0.261 -0.821 -1.397
H -0.410 0.676 -3.337
H -2.591 1.238 -4.335
H -4.678 0.421 -3.291
H -4.611 -0.973 -1.280
N -0.251 1.685 3.817
C 0.308 0.566 4.432
C 0.558 0.292 5.773
C 1.152 -0.918 6.048
C 1.500 -1.811 5.016
C 1.237 -1.526 3.694
C 0.607 -0.317 3.407
N 0.207 0.269 2.188
C -0.281 1.462 2.502
C -0.789 2.355 1.472
C -1.004 3.686 1.460
S -1.499 4.154 -0.101
C -1.377 2.562 -0.653
N -1.014 1.712 0.273
H -0.592 2.511 4.283
H 0.312 0.997 6.557
H 1.368 -1.183 7.074
H 1.992 -2.741 5.269
H 1.533 -2.209 2.914
H -0.868 4.409 2.251
H -1.613 2.275 -1.668
*
```

Computed properties:
HOMO energy   -12.51 eV
ΔE to the lowest compared entry with this formula, charge and spin   20.6 kcal/mol

These are the Mulliken partial charges, in e, on atoms 1 to 5:
1 Pt 0.354
2 C -0.191
3 C -0.166
4 C -1.612
5 Sb 1.645

=====

Entry 2:
Here is a structure of composition C37H33N4OP2Ru at a distorted geometry from OMol25. Energies are from wB97M-V/def2-TZVPD.

The geometry in ORCA input format:
```
! RIJCOSX wB97M-V def2-TZVPD def2/J DEFGRID3
* xyz 3 1
Ru 0.731 0.096 0.131
N -2.149 0.603 -0.440
P -0.883 1.742 -0.347
C -0.728 2.680 -1.852
C -1.815 2.803 -2.717
C -1.711 3.623 -3.831
C -0.538 4.329 -4.068
C 0.542 4.215 -3.199
C 0.453 3.389 -2.092
C -1.339 2.906 0.939
C -0.641 4.115 1.031
C -0.985 5.038 2.005
C -2.033 4.774 2.877
C -2.744 3.584 2.777
C -2.395 2.649 1.816
P -1.379 -0.758 0.133
C -2.438 -1.656 1.220
C -2.822 -2.942 0.814
C -3.731 -3.656 1.578
C -4.239 -3.105 2.745
C -3.847 -1.835 3.160
C -2.948 -1.108 2.405
C -0.673 -1.734 -1.153
C 0.293 -2.692 -0.785
C 0.895 -3.461 -1.772
C 0.508 -3.301 -3.093
C -0.485 -2.379 -3.455
C -1.070 -1.585 -2.497
H -3.151 0.765 -0.424
H -2.740 2.269 -2.536
H -2.549 3.721 -4.508
H -0.468 4.978 -4.930
H 1.451 4.771 -3.386
H 1.302 3.294 -1.422
H 0.161 4.349 0.343
H -0.445 5.972 2.072
H -2.310 5.506 3.624
H -3.582 3.396 3.435
H -2.987 1.748 1.721
H -2.431 -3.378 -0.096
H -4.041 -4.642 1.260
H -4.948 -3.667 3.339
H -4.246 -1.418 4.075
H -2.647 -0.127 2.741
H 0.532 -2.866 0.258
H 1.633 -4.205 -1.506
H 0.958 -3.920 -3.859
H -0.799 -2.304 -4.487
H -1.829 -0.862 -2.767
C 3.644 -3.544 3.632
C 3.186 -2.253 3.863
C 2.825 -1.444 2.798
C 2.945 -1.932 1.501
C 3.427 -3.216 1.259
C 3.765 -4.022 2.332
N 2.589 -1.091 0.390
N 3.339 -1.212 -0.590
C 2.951 -0.546 -1.770
C 3.832 -0.625 -2.827
C 3.442 -0.091 -4.051
C 2.172 0.443 -4.156
C 1.354 0.490 -3.035
N 1.734 0.041 -1.835
H 3.921 -4.175 4.465
H 3.134 -1.870 4.873
H 2.561 -0.415 2.983
H 3.527 -3.578 0.246
H 4.133 -5.023 2.156
H 4.788 -1.107 -2.681
H 4.108 -0.123 -4.903
H 1.801 0.833 -5.094
H 0.360 0.901 -3.111
C 0.055 0.476 3.418
C 0.580 0.592 2.051
O 1.402 1.353 1.578
H 0.789 0.840 4.137
H -0.241 -0.550 3.624
H -0.819 1.134 3.472
*
```

Computed properties:
HOMO energy   -16.74 eV

These are the Mulliken partial charges, in e, on atoms 1 to 5:
1 Ru -0.655
2 N -0.040
3 P 1.291
4 C 0.315
5 C -0.444

=====

Number 1: M 990.4 Da. Number 2: M 712.7 Da.